This record from OMol25 describes a 8-piece molecular cluster, C14H44BF4N10O7 overall. The level of theory is ωB97M-V/def2-TZVPD.

Results
- charge = -1
- LUMO (eV) = 2.4
- E_tot (hartree) = -2058.74977

Geometry (Å):
H (3.59444, -0.32809, 1.86035)
H (3.26259, 3.59300, 2.75975)
H (0.67398, -5.06112, 1.67508)
H (3.24603, -3.98630, -0.98893)
O (2.44300, -6.00174, 0.26777)
O (-0.04415, -2.43775, -2.72253)
H (-2.77261, -0.53801, 1.35722)
H (0.95343, -0.93232, 2.84873)
C (-5.57550, 2.15118, 0.13900)
C (-5.26912, 3.64605, -0.05198)
C (-3.42065, -0.84919, 0.53787)
B (0.82581, -0.93307, 0.12176)
H (1.26740, 1.42993, 5.18066)
H (2.38375, 0.73919, -4.16718)
H (-6.15273, 1.63151, -0.62575)
H (-6.21918, 4.12459, -0.28966)
H (1.98758, -3.01622, -0.24758)
F (1.27782, -0.49628, -1.07771)
C (0.53389, -0.31453, 4.72631)
O (3.55165, -1.00527, -5.35379)
F (0.00212, 0.01462, 0.67450)
N (0.55756, -1.17881, 3.74462)
H (-4.71470, 4.07385, 0.78331)
N (2.30351, 3.90938, 2.77225)
O (0.13438, -0.57650, 5.83054)
H (2.83922, 5.59424, 0.63822)
H (-6.25960, 2.55222, 2.05958)
C (2.86129, -1.14738, -4.41491)
H (4.03683, 4.35051, 0.76754)
H (1.77603, 3.32458, 3.40461)
C (2.05677, 3.63387, 1.38619)
N (-6.55564, 2.07393, 1.22071)
H (5.06674, 0.24606, 1.28046)
H (1.76724, -2.34037, -3.33084)
C (-1.12864, 2.11632, -1.63902)
H (-1.10986, -3.41114, -4.11710)
H (3.68411, 0.35720, 0.16835)
H (2.75681, 4.35077, -0.53030)
H (-0.55880, -4.64693, -1.41834)
H (-2.87223, -0.76550, -0.40039)
H (1.45046, 0.90311, 3.44981)
N (1.10987, -4.35784, 1.09587)
H (1.59085, 1.59794, 1.78714)
O (-2.06148, 2.76672, -2.10932)
C (2.98884, 4.52094, 0.52103)
N (2.62479, -2.31721, -3.86391)
F (1.87707, -1.20562, 0.87607)
H (2.06410, 1.90752, 0.11472)
C (-0.64328, -4.78664, -2.49605)
N (2.23394, -0.18349, -3.78469)
H (3.01308, -3.10752, -4.35862)
C (2.30887, 2.12071, 1.15527)
H (-4.68436, 3.83758, -0.95169)
H (0.06125, 0.61550, -1.78195)
H (-0.04675, 1.66880, -0.05594)
H (0.33990, -5.00745, -2.91162)
H (-0.11782, -2.19775, -1.79594)
O (-4.62263, -0.06541, 0.58961)
H (-3.74750, 1.59419, 1.33273)
H (-1.07878, 0.87672, -3.09476)
F (0.13564, -2.09970, -0.07216)
H (-2.03979, -3.01536, -2.71905)
N (1.15358, 0.78899, 4.40843)
H (-6.63282, 1.12295, 1.55204)
H (1.72594, -0.32300, -2.92296)
C (3.99780, 0.44674, 1.20839)
H (0.75938, -3.41695, 0.98642)
C (-4.29478, 1.29018, 0.44045)
H (-3.89306, -1.81632, 0.70991)
O (3.60986, 1.70639, 1.63870)
H (-0.93170, 3.18394, 0.03940)
H (-1.26820, -5.63888, -2.76300)
H (0.10067, -2.04615, 3.98768)
N (2.47625, -3.89513, -0.34144)
H (-3.56617, 1.36569, -0.36673)
C (2.05799, -4.84555, 0.36790)
N (-0.58989, 2.39822, -0.49530)
H (1.03867, 3.85724, 1.06732)
N (-0.63116, 1.18726, -2.24429)
C (-1.05952, -3.37762, -3.02878)

Forces on atoms 1 to 3 (eV/Å):
H -0.4 -0.1 -0.3
H 0.4 0.0 1.4
H -0.4 0.6 0.1

=====

This record from OMol25 describes a 8-piece molecular cluster, C14H44N8O8 overall. The level of theory is ωB97M-V/def2-TZVPD.

Results
- LUMO (eV) = -0.1
- E_tot (hartree) = -1599.66075
- energy above the lowest of the compared OMol25 structures with the same formula, charge and spin (kJ/mol) = 390.01

Geometry (Å):
H (-1.56246, -2.95711, 1.95557)
N (1.59654, -0.10911, -1.18543)
N (3.74954, 2.67589, 2.42557)
H (0.98754, 2.90289, 2.84657)
H (-2.46546, -2.30211, 3.37957)
C (1.97354, -0.97711, -0.27443)
C (2.99254, 2.45289, 1.37457)
O (1.79254, 3.11889, 1.24657)
C (2.29954, 3.42089, -2.33043)
H (-1.21146, -0.65311, 0.68457)
H (-1.68846, -3.85911, 3.42957)
H (-2.69846, -4.25011, 0.05757)
O (3.54554, 3.48689, -1.77743)
O (0.56054, 2.79189, 3.68157)
C (-0.17046, -2.11011, 5.00757)
H (-1.97846, -3.47611, -3.87343)
H (-0.79346, -2.20211, -3.41843)
H (-2.56046, 1.77389, -5.38543)
H (-3.52746, -0.33311, 0.65557)
O (1.32954, -1.30711, 0.96257)
H (-3.32646, -4.59911, -1.62943)
H (-1.42846, 1.68789, 1.54557)
H (-0.17646, -3.09711, 5.45357)
H (1.11954, 3.47489, -4.04843)
O (-1.19046, 3.40589, -2.89443)
O (-1.01346, -0.09211, -1.15943)
H (-1.64746, 0.44889, -4.24043)
N (1.19154, 3.32189, -1.65443)
H (3.24054, -2.17411, 0.22257)
C (-1.58746, 2.32389, -3.66443)
H (1.78154, 1.55389, 4.77957)
N (-2.12346, 2.54089, -4.81243)
H (2.95954, 1.22389, -0.19743)
H (-0.39746, -3.35511, -0.31443)
H (0.15254, 0.90189, 4.60457)
N (-1.34246, 1.07389, -3.49143)
H (-0.99946, -4.25011, -1.83543)
O (-0.70746, -2.71811, -0.96843)
H (-3.56646, -3.03611, -0.94043)
H (-1.21446, 0.66289, -2.55743)
H (4.35754, 0.95989, 0.70257)
C (-1.55746, -2.86311, 3.04657)
H (1.12954, 3.23589, -0.66343)
H (2.03854, -0.06311, -2.07443)
H (2.94654, 3.47589, -4.18143)
H (1.31354, 1.05389, 3.17557)
C (-0.24846, -2.19411, 3.46157)
H (0.07054, 1.69889, 0.70357)
C (-1.50146, 0.16489, -0.05443)
N (2.08754, 3.40289, -3.63343)
H (0.27854, 3.47589, -2.07943)
H (-3.63046, 0.82989, -0.64443)
H (1.15154, -2.38111, 2.28057)
H (-2.51846, -2.03911, -3.09743)
C (-1.69046, -2.75611, -3.04943)
H (-2.32446, 3.40789, -5.14843)
N (3.48654, 1.53189, 0.63157)
H (0.59354, 0.18389, -1.03543)
C (-1.02746, 1.55389, 0.58757)
H (4.63454, 2.22889, 2.58657)
H (-0.90746, -1.04011, -1.26643)
H (-0.21646, -1.17711, 3.00157)
C (-3.05246, -0.00311, -0.25543)
H (-1.16146, 2.34389, -0.15943)
H (3.49254, 3.49689, 3.06957)
N (3.14454, -1.44211, -0.49643)
H (3.41154, -1.78111, -1.42043)
O (0.75054, -2.78811, 3.04457)
C (-2.81246, -3.88611, -0.98943)
H (-3.23646, -0.89311, -0.89043)
C (0.91954, 1.48889, 4.10657)
H (-1.03246, -1.62511, 5.46957)
H (0.76654, -1.63211, 5.30357)
C (-1.55046, -3.35611, -1.69143)

Forces on atoms 1 to 3 (eV/Å):
H -0.2 0.2 0.0
N -3.4 0.9 1.3
N 0.1 3.5 4.0

=====

This record from OMol25 describes C14H46AsF6N14O8 as an isolated structure. The level of theory is ωB97M-V/def2-TZVPD.

Results
- charge = -2
- LUMO (alpha / beta) (eV) = 4.3 / 4.3
- E_tot (hartree) = -4764.63393
- 2S+1 = 2

Geometry (Å):
F (1.83813, 0.13245, -0.29204)
C (-0.72219, -3.42405, 1.65914)
O (-2.16623, -0.18248, 3.43724)
H (0.98930, -4.38167, -1.36339)
H (-1.58928, -3.93048, -4.03837)
H (5.59062, 2.66523, 0.57595)
N (-0.75102, -3.11862, 0.39999)
N (-1.26406, -4.63756, 1.75101)
H (-2.39805, -0.05276, 0.88835)
N (-0.78837, -4.37625, -3.61420)
N (4.22840, -3.18834, 2.26701)
O (5.64426, 3.10349, -1.74230)
N (3.27199, -1.98760, 0.69063)
C (-0.68655, 3.15100, 4.25600)
O (2.53365, -1.92039, 2.86682)
C (0.78134, -2.69224, -4.61788)
H (-4.80239, 1.27920, 2.87622)
H (-1.34018, 0.86007, -3.32894)
C (-3.05611, 0.32287, 2.75801)
H (2.25645, 3.53395, 2.93377)
O (-0.35103, 2.07710, 4.57882)
H (-1.55069, 4.75487, 4.72265)
H (2.14043, -3.47150, -2.07746)
H (5.13849, 2.12294, 2.46712)
H (-0.11801, -2.32328, -5.11097)
H (-1.33647, 3.67175, 6.05016)
H (-2.94485, -0.15988, -1.10579)
C (-1.92043, -0.06264, -3.32556)
H (-5.39892, 0.00921, -1.35340)
H (0.95619, 0.08745, -4.41393)
N (4.53548, 1.43594, 2.89670)
C (-5.56975, 1.87961, -2.60925)
H (-0.65431, 4.59678, 2.87059)
C (-3.34077, 0.66529, -1.69780)
F (-0.66231, -0.00887, -0.31567)
H (4.91880, -3.47419, 1.58750)
H (3.47162, 2.86318, -2.60892)
O (-0.37294, -2.78123, 2.62490)
O (-3.19620, 0.25273, -3.05268)
H (-0.34166, -2.74175, -2.72713)
H (1.01307, -3.51753, -5.29115)
H (-1.23059, -3.72577, -0.24923)
C (-4.86740, 0.95171, -1.48479)
H (4.49577, -3.37720, 3.22249)
N (3.47206, 2.85140, -1.59900)
H (-3.81338, 1.14597, 4.30924)
H (2.65255, 2.83441, -1.00889)
H (2.48253, -0.11189, -3.45334)
H (-1.32324, -5.02165, 2.68325)
N (-4.05802, 0.82300, 3.38407)
H (-5.91273, 2.02209, -0.14919)
F (0.47272, 1.87233, -1.59045)
H (-4.05648, 0.56074, 1.07109)
C (0.30650, -3.42963, -3.27011)
F (-0.83380, 2.33757, 0.68228)
N (-5.00420, 1.58633, -0.21833)
N (3.17652, 3.14829, 3.09129)
H (2.66109, -1.24665, 0.37777)
H (-2.74642, 1.54663, -1.45679)
O (2.51968, 1.14302, 3.78622)
H (-1.10132, -4.71604, -2.71603)
C (4.67199, 2.82646, -1.11393)
As (0.51184, 1.25541, 0.14120)
H (-4.43655, 2.41990, -0.27331)
C (3.24622, -2.38548, 1.95668)
H (3.75300, 2.59252, 0.63377)
H (0.86924, -0.84341, -2.95267)
H (-6.59192, 2.21602, -2.43577)
O (1.84527, -1.75365, -4.49861)
C (3.34867, 1.85242, 3.26718)
H (-5.67352, 1.28939, -3.51973)
H (-1.43955, -0.70584, -2.58858)
N (-3.18479, 0.22672, 1.45670)
H (-1.35965, -5.29276, 0.98835)
N (4.65920, 2.61632, 0.18844)
H (3.93627, 3.74906, 2.80500)
H (4.75868, 0.45378, 2.97183)
H (-0.52860, 2.96410, 2.29345)
H (-0.27276, -2.27085, 0.13046)
H (4.04995, -2.29746, 0.12595)
C (1.54083, -0.56410, -3.76449)
F (1.76834, 2.43580, 0.61270)
H (1.71362, -5.13189, -2.68551)
C (1.34424, -4.15644, -2.36907)
H (-1.81475, -0.46127, -4.33454)
N (-0.47831, 3.62034, 3.05955)
N (-1.10199, 3.93402, 5.10342)
H (-4.96396, 2.74408, -2.88091)
F (0.55176, 0.44031, 1.79914)

Forces on atoms 1 to 3 (eV/Å):
F 1.3 -1.1 -0.9
C 0.1 0.6 2.8
O 0.4 0.4 -0.4